A structure of composition C53H52O4P2S2ScSe2Si, computed with ωB97M-V with the def2-TZVPD basis set.

Output
2S+1: 1
Orbital gap, eV: 6.066
Net charge: -1
HOMO energy, Ha: -0.1403
Energy above the lowest of the compared OMol25 structures with the same formula, charge and spin, kcal/mol: 25.6
LUMO, eV: 2.247

Last column: Löwdin charge in e.
Cartesian coordinates (Å):
Sc (-0.106, 0.990, 1.090)  0.2726
C (-0.350, -2.366, 3.626)  -0.2311
Si (-0.846, -1.485, 1.951)  0.5656
C (-2.764, -1.200, 2.121)  -0.3358
C (-3.527, -1.614, 3.205)  -0.1048
C (-4.868, -1.287, 3.313)  -0.0912
C (-5.483, -0.518, 2.338)  -0.0915
C (-4.747, -0.072, 1.256)  -0.0906
C (-3.401, -0.403, 1.162)  -0.3933
P (-2.386, 0.082, -0.271)  1.0823
C (-2.770, 1.816, -0.664)  -0.3641
C (-2.417, 2.252, -1.945)  -0.1074
C (-2.452, 3.596, -2.260)  -0.0748
C (-2.834, 4.522, -1.302)  -0.0881
C (-3.191, 4.097, -0.032)  -0.0947
C (-3.145, 2.753, 0.299)  -0.1149
C (-3.384, -0.791, -1.528)  -0.3057
C (-3.124, -2.148, -1.694)  -0.0701
C (-3.871, -2.900, -2.581)  -0.0797
C (-4.887, -2.306, -3.314)  -0.1024
C (-5.151, -0.957, -3.151)  -0.0916
C (-4.409, -0.201, -2.260)  -0.0860
C (-0.699, -3.054, 0.846)  -0.3107
C (-1.575, -4.125, 0.973)  -0.1088
C (-1.319, -5.339, 0.364)  -0.0920
C (-0.171, -5.497, -0.396)  -0.0899
C (0.689, -4.430, -0.572)  -0.1018
C (0.421, -3.205, 0.031)  -0.3558
P (1.529, -1.762, -0.206)  1.1194
C (2.117, -2.036, -1.922)  -0.3514
C (1.281, -2.530, -2.924)  -0.1003
C (1.698, -2.536, -4.241)  -0.0868
C (2.943, -2.037, -4.590)  -0.0992
C (3.776, -1.532, -3.606)  -0.0886
C (3.361, -1.524, -2.288)  -0.1031
C (2.964, -2.439, 0.736)  -0.3346
C (3.111, -1.983, 2.042)  -0.1155
C (4.133, -2.455, 2.847)  -0.0864
C (5.021, -3.401, 2.361)  -0.0974
C (4.887, -3.855, 1.059)  -0.0908
C (3.873, -3.373, 0.250)  -0.0946
H (-0.974, -3.227, 3.853)  0.0123
H (-0.406, -1.664, 4.459)  -0.0055
H (0.677, -2.719, 3.561)  0.0062
H (-3.062, -2.198, 3.984)  0.0887
H (-5.440, -1.632, 4.166)  0.0947
H (-6.532, -0.265, 2.421)  0.0939
H (-5.208, 0.537, 0.488)  0.1044
H (-2.111, 1.520, -2.682)  0.1013
H (-2.177, 3.920, -3.254)  0.1012
H (-2.843, 5.575, -1.544)  0.0974
H (-3.490, 4.818, 0.715)  0.1026
H (-3.396, 2.428, 1.302)  0.0869
H (-2.324, -2.598, -1.124)  0.0878
H (-3.662, -3.954, -2.706)  0.1000
H (-5.472, -2.891, -4.011)  0.0939
H (-5.944, -0.489, -3.721)  0.0974
H (-4.630, 0.851, -2.140)  0.1022
H (-2.465, -3.996, 1.575)  0.1016
H (-2.001, -6.168, 0.494)  0.0953
H (0.055, -6.455, -0.848)  0.0953
H (1.576, -4.559, -1.179)  0.0969
H (0.293, -2.887, -2.672)  0.1055
H (1.047, -2.930, -5.010)  0.1028
H (3.263, -2.043, -5.624)  0.0962
H (4.749, -1.143, -3.876)  0.0986
H (4.008, -1.128, -1.516)  0.0900
H (2.405, -1.249, 2.420)  0.0511
H (4.247, -2.094, 3.859)  0.0850
H (5.810, -3.784, 2.995)  0.0957
H (5.579, -4.592, 0.671)  0.0972
H (3.794, -3.733, -0.765)  0.0978
C (-0.985, 5.710, 2.642)  -0.1462
C (-0.911, 4.210, 2.504)  -0.7728
S (0.065, 3.638, 1.141)  0.5670
C (-1.546, 3.381, 3.349)  -0.7574
C (-2.429, 3.826, 4.481)  -0.1328
S (-1.441, 1.624, 3.205)  0.5453
H (-0.371, 6.171, 1.873)  0.0455
H (-0.622, 6.021, 3.624)  0.0710
H (-2.012, 6.067, 2.537)  0.0648
H (-2.459, 4.907, 4.573)  0.0556
H (-2.068, 3.394, 5.414)  0.0663
H (-3.441, 3.453, 4.320)  0.0678
C (2.823, 0.055, 5.188)  -0.3719
Se (1.232, 0.752, 4.186)  0.8428
C (2.024, 2.501, 3.820)  -0.5605
C (3.210, 2.453, 2.883)  -0.5024
Se (2.670, 1.960, 1.038)  0.8973
C (4.413, 1.130, 0.549)  -0.3445
H (3.048, 0.711, 6.027)  0.0139
H (3.692, -0.038, 4.545)  -0.0119
H (2.526, -0.925, 5.558)  0.0117
H (2.305, 2.937, 4.785)  0.0702
H (1.217, 3.096, 3.386)  -0.0082
H (3.953, 1.715, 3.199)  0.0483
H (3.680, 3.440, 2.836)  0.0696
H (5.215, 1.865, 0.629)  0.0223
H (4.298, 0.837, -0.494)  -0.0046
H (4.627, 0.254, 1.160)  0.0099
O (-0.345, -0.610, -1.710)  -0.1194
C (0.289, 0.454, -1.769)  -0.6553
O (0.586, 1.143, -0.748)  -0.2764
C (0.738, 0.964, -3.097)  -0.1197
C (0.141, 0.478, -4.251)  -0.0230
C (0.519, 0.938, -5.507)  0.0165
C (1.524, 1.877, -5.546)  -0.1972
O (2.092, 2.488, -6.641)  0.0252
C (3.050, 3.384, -6.123)  -0.1771
O (3.095, 3.277, -4.722)  0.0334
C (2.129, 2.357, -4.384)  -0.1829
C (1.749, 1.926, -3.142)  0.0949
H (-0.634, -0.266, -4.144)  0.1224
H (0.050, 0.583, -6.410)  0.1158
H (2.778, 4.416, -6.407)  0.1364
H (4.041, 3.146, -6.542)  0.1350
H (2.189, 2.299, -2.230)  0.1268

Atomic forces in eV per Å
Sc 0.3 0.3 1.4
C -0.2 0.6 -0.4
Si -0.6 -0.6 1.0
C 0.5 0.0 -0.1
C -0.1 -0.1 0.0
C -0.1 0.0 0.1
C -0.2 0.1 0.0
C 0.0 -0.1 0.1
C -0.2 0.1 -0.1
P -1.1 0.4 0.9
C 0.1 0.2 0.1
C 0.0 -0.1 0.2
C 0.0 0.0 -0.1
C -0.1 0.0 0.1
C -0.1 0.1 -0.1
C -0.3 -0.2 -0.1
C 0.5 -0.2 -0.3
C 0.1 0.1 -0.1
C -0.1 -0.2 0.0
C 0.0 0.0 0.0
C -0.1 0.0 -0.1
C 0.1 0.1 0.1
C 0.2 0.7 0.1
C -0.1 -0.2 0.1
C -0.2 0.0 0.1
C 0.1 -0.1 -0.1
C 0.0 -0.2 0.0
C 0.0 0.0 -0.2
P 0.5 -0.6 0.4
C 0.0 0.2 -0.1
C 0.1 -0.1 0.0
C 0.0 -0.1 -0.1
C 0.1 0.0 -0.1
C 0.1 0.0 -0.2
C -0.1 -0.1 0.2
C 0.1 0.1 -0.1
C -0.2 0.2 -0.1
C 0.2 -0.1 0.2
C 0.0 0.0 0.1
C 0.2 -0.1 0.0
C 0.0 -0.1 0.0
H -0.2 -0.1 0.0
H -0.1 0.0 0.1
H 0.2 0.0 -0.1
H 0.1 -0.1 0.2
H 0.0 0.0 0.0
H 0.0 0.0 0.0
H -0.1 0.0 0.0
H 0.0 0.1 -0.1
H 0.1 0.0 -0.1
H 0.0 0.1 0.0
H 0.0 0.1 0.1
H 0.1 0.0 0.0
H 0.1 -0.1 0.0
H 0.0 -0.1 0.0
H 0.0 0.0 0.0
H 0.0 0.0 0.0
H 0.0 0.0 0.0
H -0.1 -0.1 0.1
H -0.1 0.0 0.0
H 0.0 0.0 -0.1
H 0.0 0.0 0.0
H 0.0 0.0 0.0
H -0.1 0.0 0.0
H 0.0 0.0 0.0
H 0.1 0.1 0.0
H 0.1 0.0 0.0
H 0.1 0.0 0.1
H -0.1 0.0 0.1
H 0.0 0.0 0.0
H 0.0 0.0 0.0
H 0.0 0.0 -0.1
C 0.0 -0.1 0.1
C 0.1 -0.2 -0.3
S -0.3 -0.3 0.3
C 0.1 -0.4 -0.2
C 0.2 0.0 -0.1
S -0.3 0.1 -0.6
H 0.0 0.1 0.0
H 0.0 0.1 0.0
H 0.0 0.1 0.0
H 0.0 0.2 0.1
H 0.0 0.0 0.1
H -0.1 0.0 0.1
C -0.4 0.2 -0.4
Se 0.7 -0.2 0.7
C -0.3 0.0 0.2
C 0.0 0.0 -0.4
Se 1.2 0.3 0.4
C -0.6 -0.1 0.1
H -0.1 0.0 0.0
H 0.1 -0.1 0.0
H 0.1 0.0 0.0
H 0.0 0.0 -0.1
H 0.1 0.0 0.2
H -0.1 0.1 -0.1
H 0.0 -0.1 0.0
H -0.2 0.0 0.0
H 0.1 0.0 0.0
H 0.0 0.0 0.0
O 0.2 0.3 -0.8
C -0.6 -0.8 -0.7
O 0.3 0.7 -1.1
C 0.0 0.0 0.0
C 0.0 0.0 0.2
C 0.2 0.2 -0.2
C 0.2 0.1 0.5
O -0.4 -0.4 0.1
C 0.7 0.8 -0.7
O -0.1 -0.2 0.4
C -0.3 -0.3 -0.4
C 0.1 0.2 -0.2
H 0.0 -0.1 0.0
H 0.0 -0.1 -0.1
H 0.0 -0.2 0.1
H -0.2 0.0 0.1
H 0.0 0.1 0.1